Entry 1:
{"formula": "C27H104N24O25", "method": "wB97M-V/def2-TZVPD", "elements": ["O", "H", "H", "O", "H", "H", "O", "H", "H", "O", "H", "H", "O", "H", "H", "O", "H", "H", "O", "H", "H", "O", "H", "H", "C", "O", "N", "N", "H", "H", "H", "H", "C", "O", "N", "N", "H", "H", "H", "H", "C", "O", "N", "N", "H", "H", "H", "H", "C", "O", "N", "N", "H", "H", "H", "H", "C", "O", "N", "N", "H", "H", "H", "H", "C", "O", "N", "N", "H", "H", "H", "H", "C", "O", "N", "N", "H", "H", "H", "H", "C", "O", "N", "N", "H", "H", "H", "H", "C", "O", "N", "N", "H", "H", "H", "H", "C", "O", "N", "N", "H", "H", "H", "H", "C", "O", "N", "N", "H", "H", "H", "H", "C", "O", "N", "N", "H", "H", "H", "H", "C", "C", "C", "O", "H", "H", "H", "H", "H", "H", "H", "H", "C", "C", "C", "O", "H", "H", "H", "H", "H", "H", "H", "H", "C", "C", "C", "O", "H", "H", "H", "H", "H", "H", "H", "H", "C", "C", "C", "O", "H", "H", "H", "H", "H", "H", "H", "H", "C", "C", "C", "O", "H", "H", "H", "H", "H", "H", "H", "H"], "coordinates": [[14.524, 12.225, 16.042], [15.408, 12.370, 16.491], [14.052, 11.430, 16.359], [14.970, 14.946, 14.909], [14.574, 14.299, 15.447], [15.764, 14.582, 14.578], [12.670, 17.176, 14.306], [13.445, 16.769, 13.902], [12.352, 17.843, 13.658], [23.871, 16.487, 13.301], [24.109, 16.857, 14.157], [23.061, 16.084, 13.591], [18.118, 8.416, 9.901], [17.114, 8.242, 10.090], [18.659, 8.313, 10.692], [15.246, 8.122, 10.612], [15.474, 7.174, 10.811], [15.072, 8.592, 11.460], [21.240, 17.701, 13.861], [21.346, 17.761, 12.879], [22.088, 18.098, 14.197], [22.493, 18.591, 11.333], [22.139, 19.471, 11.428], [23.210, 18.467, 11.976], [22.134, 14.170, 11.606], [21.543, 14.625, 12.605], [23.443, 14.484, 11.327], [21.523, 13.381, 10.710], [23.876, 15.265, 11.845], [23.999, 14.063, 10.590], [20.597, 13.066, 10.796], [22.140, 12.758, 10.225], [19.786, 20.965, 12.001], [20.693, 20.566, 11.262], [18.766, 21.860, 11.638], [19.656, 20.402, 13.265], [18.457, 22.229, 12.543], [19.001, 22.486, 10.902], [20.222, 19.585, 13.445], [18.692, 20.353, 13.622], [16.169, 17.795, 11.589], [15.036, 17.714, 12.058], [17.112, 18.705, 11.890], [16.480, 16.993, 10.506], [17.013, 19.169, 12.825], [18.041, 18.752, 11.445], [17.256, 17.106, 9.890], [15.641, 16.501, 10.107], [17.899, 12.183, 10.077], [18.895, 12.040, 10.814], [17.338, 13.359, 9.851], [17.316, 11.077, 9.463], [17.944, 14.128, 10.046], [16.452, 13.558, 9.426], [17.872, 10.271, 9.569], [16.470, 11.013, 8.959], [17.149, 22.450, 8.603], [17.659, 23.144, 9.472], [16.356, 21.371, 8.816], [17.499, 22.692, 7.241], [16.378, 21.126, 9.816], [16.446, 20.632, 8.123], [17.988, 23.593, 7.262], [16.774, 22.673, 6.513], [17.154, 16.992, 16.383], [17.743, 17.719, 17.184], [15.951, 16.466, 16.738], [17.722, 16.545, 15.175], [15.436, 16.891, 17.497], [15.369, 15.968, 16.071], [17.052, 16.076, 14.514], [18.407, 17.151, 14.708], [22.186, 13.487, 15.998], [21.616, 12.580, 15.431], [22.084, 14.785, 15.568], [23.047, 13.341, 17.082], [22.073, 15.551, 16.217], [21.332, 14.852, 14.908], [23.416, 12.368, 17.212], [23.535, 14.203, 17.125], [13.995, 14.342, 10.302], [14.295, 15.000, 9.308], [13.977, 14.911, 11.542], [13.685, 13.032, 10.209], [14.331, 15.869, 11.547], [14.239, 14.411, 12.380], [13.737, 12.448, 11.031], [13.951, 12.536, 9.337], [18.082, 13.999, 13.515], [16.960, 13.636, 13.893], [18.287, 15.089, 12.644], [19.189, 13.453, 14.041], [19.262, 15.200, 12.359], [17.458, 15.355, 12.085], [20.124, 13.642, 13.634], [19.071, 12.697, 14.657], [15.759, 20.319, 14.972], [16.800, 20.216, 14.301], [14.643, 19.687, 14.566], [15.712, 21.038, 16.183], [13.800, 19.622, 15.094], [14.711, 19.117, 13.716], [14.832, 21.144, 16.635], [16.612, 21.162, 16.572], [21.126, 17.332, 17.960], [22.279, 16.849, 17.915], [20.049, 16.580, 18.080], [20.879, 18.631, 17.662], [20.278, 15.600, 17.939], [19.143, 17.010, 17.735], [19.983, 18.996, 17.576], [21.588, 19.198, 17.247], [14.828, 10.711, 12.881], [14.335, 9.584, 12.750], [16.145, 10.990, 12.826], [13.951, 11.840, 13.000], [16.705, 10.168, 12.916], [16.614, 11.735, 13.335], [13.003, 11.477, 13.204], [14.261, 12.560, 13.632], [20.837, 8.850, 14.220], [20.234, 10.094, 13.586], [21.213, 10.995, 12.843], [19.196, 9.701, 12.740], [21.507, 9.143, 15.055], [21.467, 8.205, 13.567], [20.092, 8.191, 14.694], [19.827, 10.648, 14.492], [22.204, 11.040, 13.208], [20.885, 12.013, 12.776], [21.299, 10.572, 11.840], [19.092, 10.321, 11.983], [18.653, 12.679, 18.993], [18.196, 12.544, 17.477], [18.227, 11.130, 16.980], [16.831, 13.005, 17.346], [19.658, 12.202, 19.081], [17.915, 12.299, 19.671], [18.702, 13.837, 19.168], [18.855, 13.182, 16.801], [17.655, 10.536, 17.719], [19.258, 10.762, 16.963], [17.820, 11.090, 15.997], [16.770, 13.974, 17.345], [11.125, 18.707, 10.588], [11.930, 19.652, 11.475], [11.771, 21.026, 11.009], [11.502, 19.563, 12.852], [11.055, 17.722, 10.990], [11.577, 18.469, 9.587], [10.171, 19.248, 10.480], [12.986, 19.427, 11.466], [10.764, 21.411, 10.848], [12.256, 21.173, 10.066], [12.207, 21.761, 11.751], [10.604, 20.002, 12.939], [25.943, 17.175, 16.623], [25.033, 18.407, 16.243], [25.496, 19.254, 15.094], [23.659, 17.949, 15.892], [26.933, 17.541, 16.928], [26.057, 16.403, 15.804], [25.449, 16.685, 17.456], [25.006, 19.093, 17.045], [24.884, 20.103, 14.910], [25.449, 18.668, 14.194], [26.515, 19.540, 15.316], [23.195, 17.538, 16.700], [19.828, 15.939, 8.070], [20.749, 16.963, 8.659], [21.643, 17.507, 7.566], [19.930, 18.044, 9.228], [20.355, 15.430, 7.252], [18.976, 16.350, 7.508], [19.537, 15.085, 8.714], [21.266, 16.483, 9.536], [22.470, 16.857, 7.320], [22.183, 18.422, 7.910], [20.978, 17.739, 6.737], [20.413, 18.814, 9.663]], "mulliken_charge": [-0.65, 0.38, 0.27, -0.20, 0.19, -0.10, -0.73, 0.25, 0.34, -0.75, 0.28, 0.16, -0.75, 0.40, 0.29, -0.73, 0.31, 0.41, -0.33, 0.09, 0.16, -0.51, 0.41, 0.22, -0.15, 0.17, -0.28, 0.00, 0.21, 0.12, -0.21, 0.23, 0.35, -0.78, -0.21, -0.24, 0.20, 0.30, 0.33, 0.10, 0.65, -0.19, 0.66, -0.22, -0.32, -0.06, 0.08, 0.00, 0.36, -0.45, 0.10, -0.29, -0.32, 0.11, 0.32, 0.10, 0.59, -0.67, -0.37, -0.55, 0.20, 0.26, 0.27, 0.24, 0.09, -0.91, -0.17, 1.34, 0.24, 0.24, -0.98, -0.19, 0.14, -0.35, 0.43, -0.50, 0.16, -0.06, 0.29, 0.15, 0.31, -0.71, -0.06, -0.35, -0.08, 0.15, 0.30, 0.27, 0.55, 0.38, 1.21, 1.71, -0.42, -0.28, -1.35, -0.75, 0.47, -0.85, -0.06, -0.49, 0.22, -0.27, 0.16, 0.22, 0.65, -0.80, -0.23, -0.33, 0.15, 0.17, 0.19, 0.24, 0.48, -0.86, 0.52, -0.34, 0.20, -0.44, 0.19, -0.08, -1.77, 2.18, -1.36, -0.62, 0.36, 0.39, 0.38, -0.98, 0.63, -0.09, 0.63, 0.20, -1.37, 1.76, -1.56, -0.60, 0.35, 0.40, 0.28, -0.43, 0.45, 0.32, 0.14, 0.13, -1.39, 1.32, -1.57, -0.56, 0.37, 0.32, 0.35, -0.22, 0.39, 0.43, 0.35, 0.30, -1.22, 0.44, -1.37, -0.39, 0.44, 0.18, 0.33, 0.51, 0.37, 0.23, 0.42, 0.16, -1.22, 1.49, -1.57, -0.38, 0.47, 0.43, -0.08, -0.39, 0.41, 0.37, 0.36, 0.17], "homo_lumo_gap_ev": 10.22, "homo_ev": -9.80, "e_tot_ha": -4286.90006, "total_charge": 0}

Entry 2:
{"formula": "C5H14N2", "method": "wB97M-V/def2-TZVPD", "elements": ["C", "N", "C", "C", "C", "C", "N", "H", "H", "H", "H", "H", "H", "H", "H", "H", "H", "H", "H", "H", "H"], "coordinates": [[0.185, -2.934, 1.272], [-0.364, -1.521, 0.041], [-1.021, 1.747, -1.648], [-0.691, 0.287, -1.391], [-0.356, -0.080, 0.055], [0.983, 0.465, 0.607], [1.135, 1.881, 0.862], [-0.329, -3.847, 1.009], [-0.327, -2.435, 2.090], [1.259, -2.917, 1.432], [0.153, -2.389, 0.035], [-1.474, 1.888, -2.627], [-0.163, 2.410, -1.591], [-1.769, 2.095, -0.930], [-1.529, -0.349, -1.673], [0.185, -0.041, -1.957], [-1.130, 0.314, 0.735], [1.160, -0.110, 1.516], [1.755, 0.168, -0.107], [0.462, 2.243, 1.536], [1.036, 2.440, 0.033]], "nbo_charge": [-0.54, -0.67, -0.61, -0.39, -0.06, -0.22, -0.83, 0.23, 0.23, 0.21, 0.38, 0.22, 0.19, 0.20, 0.22, 0.20, 0.16, 0.18, 0.18, 0.35, 0.35], "homo_lumo_gap_ev": 8.94, "relative_energy_kcal_mol": 125.11, "homo_ev": -8.20, "e_tot_ha": -308.22368, "total_charge": 0}

Entry 3:
{"formula": "C5H9N3O", "method": "wB97M-V/def2-TZVPD", "elements": ["C", "C", "N", "N", "C", "O", "C", "C", "N", "H", "H", "H", "H", "H", "H", "H", "H", "H"], "coordinates": [[1.723, -1.282, -0.254], [1.113, -0.120, 0.449], [1.660, 1.279, 0.149], [0.487, 2.159, -0.101], [-0.725, 1.484, 0.035], [-1.859, 1.950, -0.001], [-0.376, 0.078, 0.214], [-1.295, -0.917, 0.115], [-2.622, -0.728, -0.091], [1.178, -2.225, 0.006], [1.630, -1.117, -1.326], [2.769, -1.343, -0.112], [1.163, -0.298, 1.522], [1.877, 1.108, -0.870], [0.522, 3.224, -0.007], [-1.084, -1.917, 0.392], [-3.243, -1.554, 0.057], [-2.918, 0.221, -0.178]], "nbo_charge": [-0.62, -0.07, -0.41, -0.50, 0.63, -0.65, -0.29, 0.10, -0.79, 0.22, 0.20, 0.22, 0.19, 0.33, 0.41, 0.18, 0.40, 0.43], "smiles": "C[C@H]1NNC(=O)/C1=C\\N", "homo_lumo_gap_ev": 8.86, "relative_energy_kcal_mol": 45.54, "homo_ev": -8.01, "e_tot_ha": -435.38515, "total_charge": 0}

Entry 4:
{"formula": "C18H18F3N8O6PtS2", "method": "wB97M-V/def2-TZVPD", "elements": ["Pt", "F", "C", "F", "F", "S", "O", "O", "O", "O", "S", "O", "O", "C", "N", "C", "C", "C", "N", "C", "C", "C", "N", "C", "C", "H", "H", "H", "H", "H", "H", "C", "C", "C", "C", "N", "N", "H", "H", "H", "H", "H", "H", "H", "H", "H", "H", "H", "H", "N", "C", "C", "C", "N", "C", "N"], "coordinates": [[-1.235, 1.208, -1.636], [-0.813, 2.638, -5.800], [-0.574, 1.536, -5.101], [-0.059, 0.612, -5.907], [0.334, 1.822, -4.152], [-2.124, 0.920, -4.316], [-2.533, 2.034, -3.452], [-2.984, 0.556, -5.389], [-1.632, -0.181, -3.454], [6.687, 0.596, 2.122], [7.273, -0.728, 2.142], [7.261, -1.387, 3.435], [8.496, -0.876, 1.379], [6.080, -1.752, 1.205], [6.431, -3.017, 0.953], [5.541, -3.761, 0.324], [4.296, -3.286, -0.070], [4.038, -1.956, 0.221], [4.929, -1.199, 0.856], [2.766, -1.272, -0.128], [1.767, -1.876, -0.883], [0.610, -1.181, -1.156], [0.401, 0.065, -0.713], [1.372, 0.671, -0.014], [2.553, 0.034, 0.306], [5.824, -4.790, 0.122], [3.590, -3.934, -0.568], [1.879, -2.876, -1.274], [-0.181, -1.617, -1.755], [1.164, 1.684, 0.302], [3.325, 0.532, 0.878], [-3.159, -0.047, 3.116], [-3.229, -0.647, 1.716], [-4.625, -1.198, 1.449], [-2.171, -1.752, 1.576], [-2.985, 0.490, 0.807], [-2.871, 0.136, -0.575], [-3.422, -0.798, 3.861], [-3.846, 0.796, 3.203], [-2.150, 0.307, 3.339], [-4.847, -2.010, 2.143], [-4.715, -1.604, 0.438], [-5.371, -0.414, 1.576], [-2.286, -2.480, 2.380], [-1.162, -1.337, 1.636], [-2.262, -2.315, 0.642], [-2.122, 0.958, 1.063], [-3.746, 0.355, -1.041], [-2.689, -0.857, -0.702], [-1.101, 2.771, -0.210], [-1.720, 3.682, 0.183], [-2.400, 4.756, 0.694], [-3.309, 4.525, 1.759], [-4.054, 4.315, 2.613], [-2.202, 6.050, 0.150], [-2.039, 7.101, -0.294]], "nbo_charge": [1.22, -0.30, 0.70, -0.31, -0.32, 2.32, -0.98, -0.90, -1.00, -1.00, 2.40, -1.00, -1.00, 0.15, -0.40, 0.08, -0.30, 0.18, -0.44, 0.01, -0.23, 0.04, -0.52, 0.03, -0.16, 0.19, 0.21, 0.23, 0.21, 0.23, 0.28, -0.61, 0.10, -0.62, -0.64, -0.46, -0.64, 0.21, 0.24, 0.21, 0.22, 0.20, 0.23, 0.23, 0.22, 0.19, 0.37, 0.39, 0.37, -0.64, 0.50, -0.57, 0.31, -0.37, 0.30, -0.35], "homo_lumo_gap_ev": [6.66, 5.65], "relative_energy_kcal_mol": 5.83, "multiplicity": 3, "homo_ev": [-5.82, -5.82], "e_tot_ha": -2801.50629, "total_charge": -1}